Record 1
{
  "formula": "C22H35IN3O17S4",
  "method": "ωB97M-V/def2-TZVPD",
  "elements": ["O", "C", "C", "N", "C", "C", "C", "I", "C", "N", "C", "C", "N", "C", "C", "C", "C", "C", "C", "H", "H", "H", "H", "H", "H", "H", "H", "H", "H", "H", "H", "H", "H", "H", "H", "H", "H", "H", "C", "C", "O", "S", "O", "O", "O", "H", "H", "H", "H", "C", "C", "O", "S", "O", "O", "O", "H", "H", "H", "H", "C", "C", "O", "S", "O", "O", "O", "H", "H", "H", "H", "C", "C", "O", "S", "O", "O", "O", "H", "H", "H", "H"],
  "xyz": [[2.007099, 1.404893, 2.085211], [1.495232, 0.993800, 1.011741], [0.012255, 0.361956, 0.959811], [-1.034471, 1.316296, 0.484766], [-0.906668, 2.802935, 0.417655], [-0.790091, 3.260315, -1.122114], [-1.431497, 4.693859, -1.446977], [-1.338610, 4.915176, -3.646670], [-2.172287, 0.787232, 0.034130], [-2.403305, -0.580997, -0.529473], [-2.851915, -0.218805, -1.936713], [-3.845416, 1.016568, -1.541919], [-3.510866, 1.389166, -0.099007], [2.290506, 1.020996, -0.393340], [2.509043, -0.296911, -1.180861], [3.260155, -0.242276, -2.547420], [3.754396, 1.134053, -3.116660], [3.541655, 2.460733, -2.332213], [2.812677, 2.364859, -0.968213], [0.055444, -0.487549, 0.170230], [-0.271522, -0.172615, 1.943783], [-1.864586, 3.288659, 0.848147], [-0.047853, 3.226431, 1.052067], [-1.177450, 2.479291, -1.872120], [0.340424, 3.353552, -1.343049], [-2.496643, 4.845944, -1.071173], [-0.700826, 5.484992, -1.037447], [-3.242496, -0.941505, -0.049581], [-1.889874, 0.286348, -2.334840], [-3.282053, -1.072859, -2.556198], [-3.634794, 1.977361, -2.129873], [-4.913316, 0.647824, -1.700332], [-3.551116, 2.417943, -0.060571], [2.156519, -1.315435, -0.828040], [3.445744, -1.195026, -3.152908], [4.281144, 1.206811, -4.133932], [3.859445, 3.493712, -2.691745], [2.596912, 3.302400, -0.339495], [0.537090, -4.041890, 2.116700], [-0.924050, -4.386551, 1.879630], [-1.272304, -3.710232, 0.668787], [0.031385, -3.646971, -0.293146], [-0.053290, -4.718125, -1.239236], [0.237260, -2.280308, -0.683524], [1.140778, -4.039991, 0.820125], [0.641885, -3.039125, 2.542471], [1.031186, -4.763603, 2.766098], [-1.563222, -4.065678, 2.696462], [-1.054107, -5.459632, 1.716597], [3.347698, -3.771585, 6.952835], [3.186276, -2.685538, 5.900381], [3.972538, -3.124126, 4.792490], [3.951109, -4.746184, 4.736622], [2.954525, -5.150593, 3.787129], [5.300649, -5.215334, 4.690111], [3.362960, -5.001525, 6.226527], [4.301819, -3.674090, 7.477931], [2.533244, -3.767529, 7.677996], [3.526186, -1.711466, 6.251888], [2.146457, -2.609383, 5.568065], [1.507249, 7.945545, -4.198365], [2.662537, 8.915193, -4.004547], [3.828714, 8.092911, -3.950847], [3.605735, 6.794542, -4.898771], [4.225477, 7.049362, -6.163521], [3.872897, 5.618705, -4.124749], [1.999904, 6.939688, -5.082814], [1.233246, 7.464597, -3.254866], [0.629229, 8.431033, -4.625779], [2.563771, 9.503733, -3.092471], [2.761587, 9.587663, -4.861551], [-4.968046, -5.587116, -0.348626], [-5.930999, -6.319227, 0.573203], [-5.445935, -6.063904, 1.892526], [-4.765627, -4.593051, 1.931486], [-5.727578, -3.664154, 2.444263], [-3.443701, -4.720082, 2.472145], [-4.649909, -4.369135, 0.328876], [-4.042481, -6.153675, -0.483628], [-5.409296, -5.376996, -1.323396], [-5.962863, -7.390445, 0.375251], [-6.940975, -5.905855, 0.498586]],
  "atomic_forces_ev_per_a": [[-2.2, -1.4, -3.9], [1.7, 1.0, 1.2], [1.5, -1.9, -0.6], [-2.0, -1.0, -0.4], [-0.9, 1.8, 0.0], [1.1, 0.4, -0.4], [1.1, -0.3, 0.7], [-0.2, 0.0, 1.2], [-2.8, -0.4, -0.4], [0.8, 0.8, 0.5], [1.1, 2.6, 1.5], [-0.8, -0.3, -1.5], [3.5, 0.0, -1.5], [1.0, -0.1, -2.4], [1.5, 3.0, -2.0], [-0.5, 3.5, 1.8], [-1.5, 0.2, 2.8], [-1.7, -3.6, 1.9], [0.2, -2.5, -1.3], [-0.1, 1.5, 1.3], [0.4, 1.5, -1.3], [1.5, -0.9, -0.4], [-1.2, -1.2, -1.0], [0.4, 1.0, 1.4], [-1.8, -0.3, 0.1], [1.5, -0.2, -0.6], [-1.5, -1.1, -0.6], [0.7, 0.1, 0.0], [-1.7, -1.3, -0.3], [0.7, 1.3, 1.1], [-0.6, -1.6, 0.3], [1.3, 0.9, 0.6], [0.1, -0.7, 0.4], [0.5, 1.7, -0.3], [-0.3, 1.6, 1.1], [-0.9, -0.3, 1.8], [-0.4, -1.8, 0.3], [0.6, -1.5, -1.1], [-0.4, 0.2, 0.5], [0.8, -0.6, 0.5], [0.7, 0.7, -0.6], [-0.1, -1.0, 0.8], [0.2, 1.2, 0.3], [-0.2, -1.0, -0.2], [-0.7, 0.1, -1.0], [0.0, 0.0, 0.0], [0.1, 0.1, -0.3], [0.2, 0.1, -0.3], [0.0, 0.1, 0.1], [0.3, 0.4, 0.4], [-0.6, 0.0, 0.2], [0.3, -0.8, 0.1], [0.3, 0.0, 0.3], [0.8, 0.0, 0.6], [-1.1, 0.3, -0.3], [-0.1, 0.2, -0.9], [-0.1, 0.0, 0.0], [0.0, -0.2, -0.2], [0.2, -0.1, -0.2], [0.0, 0.0, 0.1], [-0.2, 0.2, 0.6], [-0.3, 0.4, -0.5], [-0.3, -0.9, -0.1], [0.1, 0.3, -0.2], [-0.5, -0.6, 1.0], [0.0, 0.7, -0.6], [0.8, 0.1, -0.1], [0.0, 0.1, 0.0], [0.1, -0.2, -0.1], [0.2, -0.2, 0.0], [-0.1, 0.0, 0.1], [0.2, -0.7, -0.2], [-0.5, 0.2, -0.5], [0.9, 0.7, 0.0], [-0.7, -0.3, -0.2], [1.1, -0.4, -0.3], [-1.6, 0.1, -0.1], [-0.3, 0.1, 0.9], [-0.1, 0.0, 0.0], [0.0, 0.2, 0.2], [0.1, 0.1, 0.3], [0.1, -0.1, -0.1]],
  "mulliken_charge": [-0.56, -0.21, 0.58, 0.32, -1.10, 0.18, -1.05, 0.03, -0.01, -0.12, -0.48, -0.40, -0.41, 0.60, -0.10, -0.65, -0.38, -0.46, -0.45, -0.18, 0.36, 0.55, 0.41, 0.02, 0.22, 0.41, 0.47, 0.26, 0.21, 0.38, 0.23, 0.33, 0.36, 0.30, 0.35, 0.34, 0.40, 0.42, -0.26, -0.37, -0.19, 0.92, -0.63, -0.59, -0.32, 0.11, 0.40, 0.52, 0.29, -0.32, -0.26, -0.30, 1.08, -0.50, -0.54, -0.31, 0.29, 0.31, 0.33, 0.20, -0.24, -0.33, -0.32, 1.03, -0.54, -0.47, -0.26, 0.18, 0.30, 0.32, 0.29, -0.30, -0.38, -0.30, 1.01, -0.56, -0.48, -0.23, 0.26, 0.32, 0.32, 0.30],
  "energy_ev": -114084.1984,
  "spin_multiplicity": 1,
  "charge": 1
}


Record 2
{
  "formula": "C22H35MnN2P",
  "method": "ωB97M-V/def2-TZVPD",
  "elements": ["C", "C", "C", "C", "C", "C", "C", "C", "N", "Mn", "C", "P", "H", "H", "H", "H", "H", "H", "H", "H", "C", "C", "H", "C", "C", "H", "H", "H", "H", "H", "H", "H", "H", "H", "H", "H", "H", "H", "H", "C", "N", "C", "C", "C", "C", "C", "C", "C", "C", "H", "H", "H", "H", "H", "H", "H", "H", "H", "H", "H", "H"],
  "xyz": [[0.280597, 3.920794, -2.148314], [0.934735, 3.455228, -1.019108], [0.533266, 2.263300, -0.347544], [-0.417529, 1.412351, -0.963654], [-1.138443, 1.986261, -2.044822], [-0.759799, 3.167521, -2.689825], [1.373011, 2.062911, 0.899837], [0.959620, 1.431084, 2.258462], [-0.262933, 1.670131, 2.976018], [-0.614098, -0.770365, -1.262572], [-2.351502, 1.251153, -2.549677], [-2.895630, 0.160205, -1.127304], [1.775632, 4.041681, -0.612849], [-1.295867, 3.492971, -3.587057], [0.588890, 4.858191, -2.613122], [-2.125618, 0.588389, -3.401947], [-3.166898, 1.910858, -2.873198], [2.245210, 1.447827, 0.606276], [1.810750, 3.043549, 1.158605], [1.105697, 0.347231, 2.183038], [-4.221837, -0.913032, -1.760938], [-3.773458, 1.339991, -0.041107], [1.744980, 1.755901, 2.960107], [-1.211848, 2.661656, 2.525453], [-0.796612, 0.476777, 3.615414], [-0.312702, -1.690637, -2.861357], [-1.272152, 3.499881, 3.240136], [-0.914537, 3.081053, 1.559588], [-2.219432, 2.228445, 2.440091], [-0.764429, 0.560008, 4.711664], [-1.831761, 0.284149, 3.312425], [-0.187655, -0.400743, 3.355821], [-4.733704, 1.682532, -0.459734], [-3.982563, 0.831437, 0.910074], [-3.160282, 2.222207, 0.182268], [-5.074545, -0.369513, -2.189698], [-3.812609, -1.599571, -2.512071], [-4.577606, -1.513305, -0.911109], [-0.718050, -2.191357, -2.454826], [4.321057, -2.500999, -0.676883], [3.211120, -1.734927, -1.169977], [2.643483, -2.204518, -2.395372], [2.370640, -1.004563, -0.256802], [1.453924, -1.867833, 0.583135], [2.053958, -2.671253, 1.561937], [1.269435, -3.547736, 2.303991], [-0.098461, -3.643304, 2.055913], [-0.697655, -2.804393, 1.098296], [0.075215, -1.920870, 0.355222], [4.991778, -2.670949, -1.530169], [4.009448, -3.489027, -0.293012], [4.856527, -1.964390, 0.119400], [1.917518, -3.020908, -2.226509], [2.125021, -1.388157, -2.918475], [3.467610, -2.588942, -3.008318], [3.054823, -0.464300, 0.429351], [1.789236, -0.248330, -0.834485], [3.135845, -2.587665, 1.725576], [1.756321, -4.154574, 3.066005], [-0.694539, -4.351006, 2.624189], [-1.770587, -2.858504, 0.923544]],
  "atomic_forces_ev_per_a": [[0.1, -0.2, -0.5], [-0.5, 0.0, 0.5], [0.6, 0.8, -1.0], [0.1, 0.2, 0.0], [0.8, 0.3, -0.4], [-0.3, 0.2, 0.5], [0.5, -0.1, 0.7], [1.0, -0.4, 0.1], [-0.9, -0.5, -0.6], [0.1, 1.5, 2.6], [-0.7, -0.9, 0.0], [-0.2, 0.3, -0.7], [-0.6, -0.2, -0.1], [0.1, 0.0, 0.4], [0.0, -0.3, 0.0], [-0.1, 0.1, 0.1], [0.2, 0.0, 0.1], [-0.3, 0.3, 0.2], [-0.3, -0.3, -0.3], [-0.2, 0.1, -0.2], [-0.6, 0.1, -0.1], [-0.1, 0.0, 0.5], [0.4, -0.1, -0.4], [0.2, 0.2, 0.3], [0.2, 0.2, 0.2], [0.1, -0.1, -0.7], [-0.1, -0.1, -0.2], [-0.1, -0.1, 0.1], [0.1, 0.1, -0.1], [-0.2, 0.0, -0.1], [0.0, 0.0, 0.0], [-0.3, 0.2, 0.0], [0.4, -0.2, -0.1], [0.0, 0.2, -0.2], [0.0, -0.3, -0.2], [0.1, -0.1, 0.1], [-0.1, 0.1, 0.1], [0.0, 0.1, -0.3], [0.0, -0.4, -0.2], [-0.2, -0.3, -0.1], [0.5, 0.9, -0.5], [-0.2, -0.3, 0.4], [0.3, 0.1, 0.4], [0.2, -0.5, 0.4], [-0.2, 0.3, -0.1], [0.3, -0.1, 0.0], [-0.2, 0.4, -0.1], [0.5, -0.7, 0.7], [0.0, 0.3, -1.0], [0.1, 0.0, 0.3], [0.2, 0.1, 0.1], [-0.1, -0.1, -0.2], [0.0, -0.1, -0.2], [0.1, -0.1, 0.0], [-0.4, 0.1, -0.2], [-0.3, -0.1, -0.3], [0.3, -0.3, 0.3], [-0.5, -0.1, 0.1], [-0.3, 0.0, -0.1], [0.0, 0.1, 0.0], [0.1, -0.1, 0.1]],
  "nbo_charge": [-0.21, -0.25, 0.09, -0.57, -0.09, -0.24, -0.47, -0.19, -0.47, 1.27, -0.72, 0.80, 0.20, 0.20, 0.21, 0.22, 0.23, 0.23, 0.20, 0.19, -0.95, -0.93, 0.17, -0.40, -0.39, -0.02, 0.18, 0.20, 0.17, 0.18, 0.17, 0.20, 0.23, 0.24, 0.26, 0.23, 0.23, 0.24, 0.04, -0.40, -0.46, -0.40, -0.25, 0.02, -0.25, -0.23, -0.23, -0.23, -0.59, 0.19, 0.17, 0.20, 0.16, 0.18, 0.20, 0.20, 0.18, 0.20, 0.21, 0.21, 0.19],
  "energy_ev": -66965.9472,
  "e_above_lowest_kcal_mol": 0.8,
  "spin_multiplicity": 6,
  "charge": 0,
  "s_squared": 8.77
}


Record 3
{
  "formula": "C22H35N3O5",
  "method": "ωB97M-V/def2-TZVPD",
  "elements": ["C", "C", "H", "H", "O", "C", "O", "C", "H", "H", "C", "N", "C", "O", "N", "C", "H", "H", "C", "N", "C", "H", "H", "H", "C", "H", "C", "C", "C", "C", "C", "C", "C", "H", "O", "C", "H", "H", "H", "O", "C", "H", "H", "H", "H", "H", "H", "H", "H", "H", "C", "C", "C", "H", "H", "H", "H", "H", "H", "H", "H", "H", "H", "H", "H"],
  "xyz": [[-4.088736, -1.423911, -2.602262], [-4.159714, -1.519464, -1.084808], [-4.026058, -0.535056, -0.625625], [-5.111727, -1.943825, -0.760851], [-3.172175, -2.400396, -0.550395], [-1.931140, -1.943929, -0.448268], [-1.546136, -0.891313, -0.904130], [-1.059425, -2.888960, 0.340004], [-1.493055, -3.887075, 0.327662], [-0.057303, -2.912787, -0.085355], [-0.984119, -2.382128, 1.797129], [-0.701429, -0.968523, 1.895500], [-1.787030, -0.120029, 1.801564], [-2.930455, -0.542596, 1.874554], [-1.530043, 1.218572, 1.755128], [-0.248843, 1.844897, 1.534176], [0.573821, 1.200972, 1.841795], [-0.221286, 2.745080, 2.158649], [-0.094697, 2.224397, 0.048406], [1.241662, 2.716225, -0.220450], [1.558886, 4.032318, 0.281610], [1.095997, 4.845497, -0.299557], [1.245697, 4.120686, 1.318879], [2.639959, 4.167105, 0.244424], [1.736428, 2.498725, -1.565046], [1.806605, 3.441114, -2.128165], [3.121837, 1.825888, -1.509839], [3.003032, 0.549008, -0.733532], [3.238115, 0.519583, 0.626793], [3.042158, -0.645741, 1.355786], [2.600104, -1.799759, 0.733691], [2.351727, -1.776935, -0.655991], [2.554164, -0.608243, -1.364427], [2.364249, -0.577736, -2.425643], [1.909284, -2.952472, -1.195305], [1.556632, -2.967578, -2.556097], [2.417364, -2.755605, -3.198791], [0.755327, -2.251987, -2.768998], [1.200897, -3.977423, -2.755239], [2.367582, -2.992985, 1.360104], [2.700381, -3.100314, 2.720938], [3.762315, -2.895518, 2.893024], [2.097492, -2.428121, 3.341910], [2.485230, -4.132087, 2.995358], [3.235238, -0.637906, 2.416869], [3.573073, 1.410180, 1.134524], [3.830690, 2.494963, -1.022166], [3.465849, 1.634032, -2.527411], [1.054996, 1.836632, -2.103169], [-0.213478, 1.294216, -0.518974], [-1.242541, 3.172244, -0.339811], [-2.577438, 2.496579, -0.041162], [-2.637722, 2.097685, 1.433369], [-3.560762, 1.561836, 1.657306], [-2.574189, 2.986308, 2.070934], [-3.408067, 3.163391, -0.279587], [-2.667326, 1.595709, -0.651168], [-1.171561, 3.422229, -1.400955], [-1.167497, 4.098095, 0.235455], [0.148003, -0.681714, 1.431307], [-0.205123, -2.935430, 2.324353], [-1.946905, -2.541263, 2.287797], [-3.139609, -0.988926, -2.905133], [-4.896740, -0.794163, -2.964066], [-4.182479, -2.412258, -3.046601]],
  "atomic_forces_ev_per_a": [[0.1, -0.1, 0.3], [-0.2, 0.5, -0.3], [-0.1, -0.1, 0.0], [0.1, 0.1, 0.0], [-0.2, -0.3, 0.0], [0.4, -0.3, 0.0], [-0.1, 0.1, -0.2], [-0.1, 0.2, 0.2], [0.1, 0.0, 0.0], [-0.1, 0.0, -0.1], [-0.2, -0.2, 0.0], [0.2, 0.1, 0.0], [0.3, 0.2, 0.5], [-0.4, -0.3, -0.1], [-0.1, 0.3, 0.0], [0.2, -0.1, -0.3], [0.0, 0.0, 0.0], [0.1, 0.0, 0.0], [-0.2, 0.1, 0.2], [-0.1, 0.1, -0.1], [0.0, -0.1, -0.1], [0.0, 0.0, 0.0], [0.0, 0.1, 0.1], [0.1, 0.1, 0.1], [0.3, 0.0, 0.1], [-0.1, 0.0, 0.0], [-0.4, 0.0, 0.0], [0.2, 0.1, 0.1], [0.0, 0.0, -0.2], [-0.1, -0.2, 0.1], [-0.1, -0.2, -0.1], [-0.1, -0.3, 0.1], [0.0, -0.2, 0.0], [-0.1, 0.0, -0.1], [0.3, 0.2, 0.4], [-0.1, 0.0, -0.3], [0.0, 0.0, 0.0], [0.0, 0.0, 0.0], [0.0, 0.1, 0.0], [0.0, 0.2, -0.5], [0.1, 0.0, 0.3], [0.0, 0.0, 0.0], [0.0, 0.0, 0.0], [0.0, 0.1, 0.0], [0.0, -0.1, 0.1], [0.0, 0.1, 0.1], [0.1, 0.0, 0.0], [0.1, 0.0, 0.0], [0.0, 0.0, 0.0], [0.0, 0.0, 0.1], [0.1, -0.4, -0.1], [0.0, 0.2, 0.2], [-0.4, -0.1, -0.2], [0.1, 0.2, 0.0], [0.0, 0.0, 0.0], [-0.1, 0.0, 0.0], [-0.1, -0.1, 0.0], [0.0, 0.1, 0.0], [0.0, 0.1, 0.0], [0.0, 0.1, 0.0], [-0.1, 0.0, 0.0], [0.2, -0.1, 0.0], [0.0, 0.0, 0.0], [-0.1, 0.1, -0.1], [-0.1, -0.1, -0.1]],
  "nbo_charge": [-0.64, -0.07, 0.20, 0.19, -0.50, 0.83, -0.65, -0.53, 0.23, 0.24, -0.21, -0.65, 0.81, -0.70, -0.46, -0.21, 0.22, 0.19, -0.04, -0.48, -0.41, 0.17, 0.20, 0.20, -0.20, 0.18, -0.41, -0.01, -0.21, -0.29, 0.22, 0.33, -0.31, 0.22, -0.50, -0.26, 0.18, 0.18, 0.20, -0.50, -0.25, 0.18, 0.18, 0.20, 0.22, 0.21, 0.21, 0.21, 0.20, 0.22, -0.42, -0.40, -0.22, 0.25, 0.18, 0.21, 0.21, 0.21, 0.19, 0.40, 0.20, 0.24, 0.22, 0.21, 0.21],
  "energy_ev": -38090.5496,
  "e_above_lowest_kcal_mol": 0.0,
  "spin_multiplicity": 1,
  "charge": 0
}